Record 1
This record from OMol25 describes a molecular structure, C21H17AsClF12N3O4PtS2 at a distorted geometry. The level of theory is wB97M-V/def2-TZVPD.

Properties
E_tot: -165592.662 eV
Orbital gap (spin up / spin down): 5.11 / 5.10 eV
Energy above the lowest of the compared OMol25 structures with the same formula, charge and spin: 24.4 kcal/mol
LUMO (spin up / spin down): -6.4 / -6.4 eV

ORCA input file:
```
! RIJCOSX wB97M-V def2-TZVPD def2/J DEFGRID3
* xyz 1 2
H -4.31 -4.51 -3.15
C -1.41 -0.28 3.20
C -0.72 3.08 1.82
F -2.74 -0.53 -3.38
H -1.16 3.56 2.70
C -1.68 -1.24 4.15
C -1.21 -3.79 -4.45
O -1.35 1.62 -0.62
F -3.05 -0.55 -1.24
F 1.71 2.61 -2.98
H -1.24 -2.53 -0.09
F 1.70 -1.06 1.08
H 3.56 3.75 3.51
O 1.48 1.02 -0.70
F -3.83 1.09 -2.43
F 3.50 0.54 1.51
O -1.24 2.25 -3.00
C 1.23 3.81 0.43
H -1.23 -3.42 4.09
N -0.83 -0.88 2.09
C -1.42 1.11 3.10
C 2.91 3.77 2.65
H 0.58 3.84 -0.43
H 1.19 3.13 3.75
C 0.73 3.45 1.67
H 0.41 -2.93 -3.36
C -2.70 -3.66 -2.05
C -2.83 0.24 -2.30
C 1.94 1.35 -3.29
Pt -0.01 0.34 0.81
H -0.14 -2.87 1.73
C -2.55 -4.22 -4.37
F 3.91 -1.86 1.83
C -1.33 -3.21 -2.09
H -2.13 -1.08 5.12
H 4.46 4.35 1.28
Cl -3.58 -3.60 -0.60
F 3.24 1.14 -3.41
C -0.70 -2.69 -1.01
C -3.29 -4.16 -3.19
N -0.93 1.63 2.02
N -0.24 0.02 -2.22
H -3.03 -4.62 -5.25
H 2.96 4.46 -0.67
C 1.58 3.43 2.78
H -1.78 1.76 3.90
F 1.32 1.04 -4.42
S 1.31 0.23 -1.94
O 1.97 -1.02 -2.07
C 2.57 4.16 0.30
F 3.84 -0.31 3.83
As 2.85 -0.70 2.50
C -0.61 -3.30 -3.34
C -0.66 -2.18 2.38
F 2.01 -1.93 3.36
C -1.21 -2.45 3.62
H -0.67 -3.86 -5.39
F 1.61 0.43 3.01
S -1.28 1.20 -2.04
C 3.41 4.12 1.40
H -1.27 3.39 0.93
H 0.36 -2.47 -1.06
*
```

Record 2
This record from OMol25 describes 11 unconnected molecules or ions with the total composition C73H176F6N10O10P at a distorted geometry. The level of theory is wB97M-V/def2-TZVPD.

Properties
E_tot: -139423.642 eV
Orbital gap: 8.32 eV
LUMO: -14.5 eV

ORCA input file:
```
! RIJCOSX wB97M-V def2-TZVPD def2/J DEFGRID3
* xyz 9 1
H 22.98 16.18 16.52
H 14.75 21.69 24.67
H 11.84 19.91 21.18
C 18.40 15.63 30.51
N 27.91 22.36 19.91
H 14.48 12.11 21.70
C 18.11 9.63 15.15
H 23.70 10.26 20.58
H 16.52 17.03 19.51
H 16.92 17.99 24.66
F 21.41 18.32 19.99
C 12.88 22.80 22.73
H 15.33 15.70 28.36
H 23.19 12.32 21.03
C 21.31 21.68 21.41
H 21.33 19.44 28.69
H 24.42 14.52 13.75
H 25.56 17.42 20.68
O 23.36 21.14 24.14
H 21.01 20.66 21.60
O 28.26 21.46 22.43
H 29.15 17.74 10.53
H 19.17 15.14 16.21
H 21.59 12.48 20.43
H 14.99 12.47 14.65
H 27.05 14.90 20.06
C 13.71 21.41 24.60
C 14.62 15.91 19.91
H 28.14 22.16 17.88
H 27.51 19.50 12.21
H 21.41 12.46 16.47
H 26.63 15.53 14.64
C 12.30 22.81 21.31
O 16.20 11.04 15.42
C 14.18 12.88 22.40
C 19.21 23.76 18.00
H 20.52 10.04 16.51
H 26.36 16.07 22.82
H 24.53 19.44 17.81
C 21.11 23.42 19.61
H 21.11 23.26 16.23
N 27.92 16.22 21.49
C 18.19 11.83 23.35
H 22.47 23.03 17.41
H 13.20 22.08 25.26
H 20.75 25.37 15.88
H 27.81 23.37 19.86
O 27.49 17.53 11.65
H 11.21 21.04 23.93
O 21.63 18.18 27.09
H 20.87 14.70 16.54
C 29.26 22.20 20.48
C 29.54 14.98 23.60
C 26.86 18.63 12.18
H 27.01 18.17 21.78
H 17.97 16.98 23.75
P 20.65 17.05 20.60
C 23.94 22.45 24.28
H 18.00 13.61 29.80
H 22.12 17.30 15.45
H 28.11 20.65 18.75
C 27.27 15.51 22.71
N 13.22 21.34 23.16
H 25.18 15.70 21.09
H 18.47 8.66 15.48
H 23.51 17.21 27.14
H 12.12 19.56 23.67
N 23.21 18.65 24.84
O 18.39 12.51 24.57
H 23.17 16.56 24.63
H 13.84 20.38 21.37
H 29.12 14.54 20.99
H 21.65 17.33 24.63
H 21.47 17.72 29.09
H 27.81 18.61 9.73
C 14.26 20.56 22.35
C 18.64 14.89 28.23
H 16.45 16.74 29.96
H 22.48 8.92 20.89
H 25.98 18.99 11.60
H 22.61 12.77 23.24
N 18.62 10.71 16.05
C 21.08 25.26 17.97
H 14.99 13.03 23.10
H 20.29 12.75 24.03
H 20.80 25.79 18.88
C 28.06 17.75 10.34
H 12.17 12.14 22.37
H 27.52 20.50 23.99
C 11.22 20.53 21.83
C 17.52 16.26 25.79
H 12.18 23.18 23.47
H 23.35 22.98 25.05
H 18.07 10.75 25.71
C 16.84 14.29 18.92
H 29.73 16.13 20.34
H 17.24 13.55 18.24
C 19.32 12.19 22.38
H 15.36 11.14 13.52
H 18.75 24.09 18.90
H 30.17 15.08 24.48
C 24.48 15.21 14.58
H 24.05 20.51 22.27
C 21.85 18.51 28.47
H 29.31 20.64 24.11
H 19.75 14.06 29.91
H 20.44 12.00 17.84
H 15.51 22.15 21.54
H 27.82 16.91 9.71
H 13.01 11.75 23.85
C 16.17 15.15 21.83
H 19.79 14.77 17.87
H 27.49 16.48 19.37
H 18.16 11.55 15.64
N 20.70 23.82 18.22
H 16.43 9.20 16.24
C 17.78 17.33 24.75
C 15.13 11.40 14.55
H 29.90 22.90 19.93
H 25.04 15.11 18.74
H 21.15 21.26 19.28
H 24.07 18.63 25.38
H 14.32 19.66 22.94
C 15.70 16.52 19.01
C 20.40 12.18 16.76
H 20.07 26.72 16.72
H 18.65 17.93 25.03
H 16.10 9.18 14.47
C 25.59 16.39 20.34
H 28.29 22.02 24.48
C 22.15 12.13 21.30
H 26.19 16.55 12.67
H 16.59 15.78 25.61
H 18.28 10.73 23.48
N 17.39 15.84 28.30
C 22.52 17.21 26.66
H 25.73 16.68 15.53
C 16.16 15.02 28.27
C 13.94 14.10 21.58
H 29.58 21.19 20.23
H 18.86 22.75 17.86
H 22.89 18.68 28.79
H 14.07 16.63 20.53
H 16.88 15.78 17.37
H 13.20 13.80 20.84
H 17.98 25.16 16.95
H 19.21 13.13 21.86
C 21.79 12.89 22.56
C 16.41 20.22 21.25
C 17.48 16.86 27.18
C 23.52 18.93 23.43
H 14.16 10.95 14.80
H 17.65 14.65 19.56
H 16.60 11.82 25.47
H 15.91 20.22 20.26
O 23.32 16.06 14.44
H 16.45 19.24 21.73
C 17.49 16.55 29.68
C 15.77 13.64 19.82
C 24.38 19.99 18.75
H 24.04 18.07 23.00
H 22.39 21.76 21.51
C 24.13 20.30 23.34
H 24.43 14.59 15.48
H 11.97 23.83 21.14
C 29.28 22.33 22.01
H 29.39 13.91 23.44
H 22.17 23.65 19.79
N 25.72 17.01 13.47
N 15.12 14.72 20.81
H 28.44 18.17 20.80
C 18.97 24.70 16.82
H 22.57 19.42 25.15
H 17.95 12.25 26.57
C 18.75 14.37 29.66
H 13.82 23.33 22.87
H 19.52 11.38 21.65
H 13.53 20.40 24.94
H 24.75 17.15 13.15
H 16.42 14.28 22.41
H 30.28 22.11 22.33
H 28.22 16.60 24.31
H 12.37 13.32 23.56
C 24.90 16.16 19.08
F 20.00 15.67 21.21
H 20.84 11.31 23.48
H 26.15 20.90 17.33
C 21.39 22.91 17.20
H 17.02 15.59 21.34
H 23.90 19.35 19.49
H 30.54 16.63 22.60
H 15.39 15.03 17.49
H 19.32 16.12 30.74
H 18.28 15.47 25.72
H 22.55 18.91 22.91
H 18.44 9.78 14.13
H 23.75 17.67 15.82
H 27.25 18.12 14.31
H 22.12 16.20 26.83
H 23.89 23.09 23.40
H 18.41 17.45 27.30
H 15.16 17.21 18.34
N 20.58 12.27 23.18
O 21.98 10.80 21.56
C 12.90 12.50 23.09
C 20.06 10.92 16.05
H 31.12 15.14 22.10
H 16.20 14.21 28.99
H 17.31 12.14 22.79
C 20.80 21.99 20.00
F 21.49 16.08 19.55
C 22.61 17.34 25.13
H 25.20 20.29 23.56
C 25.70 16.10 14.60
H 13.15 22.54 20.65
C 16.60 9.67 15.28
C 27.05 15.98 20.25
H 13.50 14.88 22.24
H 16.14 12.80 20.42
C 26.40 18.28 13.65
C 26.17 21.35 18.34
H 22.29 10.09 19.56
H 24.98 22.39 24.57
H 20.57 24.10 20.27
C 28.39 21.13 23.82
H 20.37 10.99 15.01
C 11.85 20.51 23.20
H 17.39 20.64 21.07
H 10.22 22.39 21.64
H 17.84 17.54 29.46
H 25.35 16.70 18.24
H 18.42 14.15 27.48
H 19.51 15.46 27.86
H 13.83 15.45 19.31
C 28.17 15.60 23.93
C 15.61 21.22 22.09
H 18.99 24.23 15.84
H 27.04 14.47 22.46
H 10.29 19.99 22.00
H 19.72 21.81 19.95
H 25.65 18.99 14.03
F 19.47 17.16 19.54
F 19.88 17.96 21.63
F 21.86 16.89 21.73
H 21.59 13.94 22.35
C 17.70 11.77 25.63
H 29.11 23.40 22.21
H 20.91 22.40 22.10
H 27.65 15.09 24.73
C 29.32 15.59 21.19
C 19.83 14.51 16.80
H 16.60 17.47 27.33
C 27.60 21.63 18.66
H 14.99 13.26 19.16
H 21.05 21.87 17.24
C 20.23 25.63 16.79
H 22.16 25.31 17.85
H 10.86 21.74 20.15
H 17.92 15.30 31.43
H 15.78 15.85 22.57
C 11.08 21.89 21.20
H 28.66 18.00 22.54
C 16.19 15.39 18.11
H 16.08 14.50 27.32
O 19.45 13.15 16.47
H 25.61 22.30 18.25
C 28.01 17.75 21.71
H 18.17 10.63 16.94
H 16.11 21.58 22.99
H 27.21 22.12 20.63
C 23.08 16.83 15.63
H 23.67 20.78 18.45
O 25.57 20.47 19.26
C 22.66 9.96 20.58
C 30.18 15.63 22.42
H 23.82 16.35 19.12
*
```

Record 3
This record from OMol25 describes a molecular structure, C3H6O3Ru at a distorted geometry. The level of theory is wB97M-V/def2-TZVPD.

Properties
E_tot: -11917.981 eV
Orbital gap (spin up / spin down): 6.87 / 6.36 eV
Energy above the lowest of the compared OMol25 structures with the same formula, charge and spin: 40.0 kcal/mol
LUMO (spin up / spin down): -6.6 / -7.9 eV

ORCA input file:
```
! RIJCOSX wB97M-V def2-TZVPD def2/J DEFGRID3
* xyz 1 6
H -0.34 1.15 -2.14
H 1.46 0.38 0.73
C -0.07 1.85 0.37
Ru -1.94 0.22 -1.45
H 1.29 -1.98 0.07
O -0.70 1.99 -0.75
O 0.32 2.77 1.07
H -0.03 0.15 1.70
H -0.12 -2.44 -0.88
O -0.10 -0.49 -0.28
C 0.36 0.42 0.70
C 0.20 -1.85 -0.02
H -0.34 -2.18 0.88
*
```